#1
Density functional theory data (ωB97M-V/def2-TZVPD) for H3N3O2S in the gas phase.

Structure (ORCA input):
```
! RIJCOSX wB97M-V def2-TZVPD def2/J DEFGRID3
* xyz 0 1
N 2.545 0.753 -0.127
N -0.868 0.701 -0.558
N -0.190 -0.470 -0.443
O 3.792 0.560 0.380
O 1.955 -1.677 0.426
S 1.482 -0.467 -0.238
H -0.890 0.827 -1.567
H -0.630 1.446 0.189
H 3.934 -0.234 0.844
*
```

Properties
HOMO-LUMO gap: 8.12 eV
Structure (SMILES): NN=S(=O)=NO
HOMO level: -9.1 eV


#2
Density functional theory data (ωB97M-V/def2-TZVPD) for H3N3O2S in the gas phase.

Structure (ORCA input):
```
! RIJCOSX wB97M-V def2-TZVPD def2/J DEFGRID3
* xyz 0 1
N -0.531 1.087 -0.497
N -0.144 -0.129 0.013
N 0.777 -0.098 0.975
O 1.205 1.256 1.242
O 1.178 -1.079 1.516
S -0.230 -1.589 -0.931
H 0.267 1.667 -0.758
H -1.216 0.973 -1.235
H -1.306 -2.088 -0.323
*
```

Properties
HOMO-LUMO gap: 9.37 eV
Structure (SMILES): NN(S)[N+](=O)[O-]
HOMO level: -9.6 eV


Stability summary - winner: #2; margin: 74.8 kJ/mol.


#1
Density functional theory data (ωB97M-V/def2-TZVPD) for C7H12O in the gas phase.

Structure (ORCA input):
```
! RIJCOSX wB97M-V def2-TZVPD def2/J DEFGRID3
* xyz 0 1
C -0.334 -0.188 -0.638
C 0.960 0.131 -0.092
C -1.487 -0.463 0.299
C -0.478 1.613 -1.222
C 1.352 -1.518 0.569
C -0.393 2.743 -0.542
C 1.424 -1.756 1.867
O -0.284 -0.985 -1.751
H -1.178 -1.181 -2.053
H 0.959 0.732 0.806
H 1.742 0.298 -0.823
H -0.893 1.634 -2.229
H 1.641 -2.262 -0.166
H -1.416 0.152 1.191
H -1.473 -1.512 0.595
H -2.426 -0.231 -0.204
H 0.009 2.775 0.466
H -0.696 3.700 -0.954
H 1.146 -1.006 2.602
H 1.825 -2.676 2.280
*
```

Properties
HOMO-LUMO gap: 9.28 eV
Structure (SMILES): C=CC[C@](C)(O)C=C
HOMO level: -8.4 eV


#2
Density functional theory data (ωB97M-V/def2-TZVPD) for C7H12O as an isolated structure.

Structure (ORCA input):
```
! RIJCOSX wB97M-V def2-TZVPD def2/J DEFGRID3
* xyz 0 1
C -0.024 0.203 1.352
C -0.793 -1.048 1.437
C 1.456 0.143 1.179
C 0.434 -0.739 -1.806
C -0.290 0.412 -1.172
C -1.739 -0.250 0.577
C -0.113 1.703 -1.512
O -1.603 0.046 -0.740
H -0.308 1.052 1.965
H -2.753 -0.105 0.942
H -1.295 -1.191 2.400
H -0.383 -1.974 1.035
H 1.805 -0.797 0.746
H 1.970 0.184 2.149
H 1.841 1.011 0.632
H 1.364 -0.407 -2.271
H 0.629 -1.531 -1.081
H -0.172 -1.179 -2.605
H 0.724 1.998 -2.132
H -0.751 2.471 -1.097
*
```

Properties
HOMO-LUMO gap (alpha / beta): 7.72 / 7.72 eV
HOMO level (alpha / beta): -6.9 / -6.9 eV


#3
Density functional theory data (ωB97M-V/def2-TZVPD) for C7H12O as an isolated structure.

Structure (ORCA input):
```
! RIJCOSX wB97M-V def2-TZVPD def2/J DEFGRID3
* xyz 0 1
C 0.498 1.415 1.366
C 0.323 0.614 0.084
C 1.803 0.710 -0.673
C -0.583 -0.288 -0.293
C -0.776 -0.949 -1.684
C -1.771 -0.502 0.685
C -2.746 -1.303 0.358
H 0.313 2.473 1.314
H -0.470 0.982 2.146
H 1.458 1.058 1.874
H 1.952 1.717 -1.017
H 1.957 -0.031 -1.524
H 3.788 -0.752 -0.514
H -2.008 -0.838 -1.903
H -0.223 -0.612 -2.912
H -0.336 -2.266 -1.779
H -1.806 0.033 1.531
H -2.835 -2.101 -0.443
H -3.965 -1.138 0.572
O 2.712 0.412 0.450
*
```

Properties
HOMO-LUMO gap: 6.38 eV
HOMO level: -8.5 eV


Stability summary - winner: #1; margin: 92.9 kJ/mol.


#1
Density functional theory data (ωB97M-V/def2-TZVPD) for C4H10S in the gas phase.

Structure (ORCA input):
```
! RIJCOSX wB97M-V def2-TZVPD def2/J DEFGRID3
* xyz 0 1
C -0.042 0.594 2.054
C 0.289 -0.334 0.961
C -0.099 0.245 -0.409
C 0.317 -0.574 -1.642
S -1.099 -1.076 -2.484
H -1.130 0.924 2.142
H 0.406 1.607 1.820
H 0.266 0.240 3.025
H 1.406 -0.480 1.081
H -0.132 -1.283 0.980
H -1.114 0.630 -0.280
H 0.572 1.100 -0.415
H 0.944 -0.031 -2.342
H 0.768 -1.583 -1.340
H -1.351 0.021 -3.151
*
```

Properties
HOMO-LUMO gap: 9.83 eV
Structure (SMILES): CCCCS
HOMO level: -8.8 eV


#2
Density functional theory data (ωB97M-V/def2-TZVPD) for a 2-piece molecular cluster, C4H10S overall.

Structure (ORCA input):
```
! RIJCOSX wB97M-V def2-TZVPD def2/J DEFGRID3
* xyz 0 1
C -0.732 2.800 1.676
S -1.826 2.513 0.242
H -0.407 3.834 1.686
H 0.150 2.166 1.584
H -1.316 2.560 2.551
H -1.405 1.313 -0.176
C 1.504 -1.458 -0.161
C 0.724 -1.861 -1.383
C -0.598 -1.986 -1.386
H 1.535 -2.265 0.579
H 1.049 -0.583 0.308
H 2.546 -1.276 -0.424
H 1.157 -1.611 -2.350
H -1.183 -2.227 -2.262
H -1.200 -1.918 -0.485
*
```

Properties
HOMO-LUMO gap: 9.92 eV
Structure (SMILES): C=CC.CS
HOMO level: -9.0 eV


Stability summary - winner: #1; margin: 40.6 kJ/mol.


#1
Density functional theory data (ωB97M-V/def2-TZVPD) for a 2-piece molecular cluster, C4H10S overall.

Structure (ORCA input):
```
! RIJCOSX wB97M-V def2-TZVPD def2/J DEFGRID3
* xyz 0 1
C 0.047 0.209 2.423
C -1.081 0.516 1.803
H 0.054 -0.580 3.161
H 0.926 0.796 2.193
H -2.084 0.152 1.997
H -1.127 1.285 1.033
C -0.930 -0.804 -1.700
S 0.805 -1.250 -1.608
C 1.652 0.245 -1.133
H -1.046 0.080 -2.317
H -1.319 -0.804 -0.685
H -1.471 -1.612 -2.178
H 2.330 0.037 -0.306
H 2.201 0.679 -1.966
H 1.041 1.052 -0.718
*
```

Properties
HOMO-LUMO gap: 9.40 eV
Structure (SMILES): C=C.CSC
HOMO level: -8.3 eV


#2
Density functional theory data (ωB97M-V/def2-TZVPD) for C4H10S as an isolated structure.

Structure (ORCA input):
```
! RIJCOSX wB97M-V def2-TZVPD def2/J DEFGRID3
* xyz 0 1
C 1.726 0.819 -1.008
C 1.220 -0.392 1.169
C 1.699 -0.413 -0.165
S -1.446 0.516 0.021
C -3.122 -0.219 0.123
H 0.690 1.173 -1.059
H 2.167 0.689 -1.993
H 2.374 1.566 -0.548
H 0.850 0.532 1.575
H 1.595 -1.139 1.844
H 0.480 -0.792 0.184
H 2.201 -1.305 -0.495
H -3.345 -0.782 -0.772
H -3.884 0.574 0.104
H -3.205 -0.827 1.019
*
```

Properties
HOMO-LUMO gap: 5.87 eV
HOMO level: -6.7 eV


Stability summary - winner: #1; margin: 285.0 kJ/mol.


#1
Density functional theory data (ωB97M-V/def2-TZVPD) for a 2-piece molecular cluster, C4H10S overall.

Structure (ORCA input):
```
! RIJCOSX wB97M-V def2-TZVPD def2/J DEFGRID3
* xyz 0 1
C 0.429 -1.581 4.262
C 0.347 -0.753 3.238
H 0.201 -2.623 4.053
H 0.626 -1.301 5.281
H 0.074 -1.073 2.239
H 0.461 0.322 3.216
C -1.197 1.635 -1.883
S 0.084 0.521 -2.302
C 0.436 -0.540 -0.874
H -0.799 2.630 -1.642
H -1.944 1.334 -1.133
H -1.764 1.897 -2.794
H 0.130 -1.549 -1.156
H 1.492 -0.479 -0.697
H -0.049 -0.197 0.037
*
```

Properties
HOMO-LUMO gap: 9.32 eV
Structure (SMILES): C=C.CSC
HOMO level: -8.4 eV


#2
Density functional theory data (ωB97M-V/def2-TZVPD) for a 2-piece molecular cluster, C4H10S overall.

Structure (ORCA input):
```
! RIJCOSX wB97M-V def2-TZVPD def2/J DEFGRID3
* xyz 0 1
C 1.683 -0.078 -1.368
C 1.071 -0.192 0.059
C -0.443 0.080 0.000
C -1.148 -0.004 1.332
S -3.822 0.566 0.114
H 2.754 -0.150 -1.228
H 1.427 0.889 -1.815
H 1.209 -0.797 -2.046
H 1.215 -1.220 0.393
H 1.563 0.558 0.685
H -0.577 1.045 -0.496
H -0.853 -0.684 -0.680
H -0.979 -0.962 1.806
H -0.874 0.711 2.114
H -2.226 0.239 1.129
*
```

Properties
HOMO-LUMO gap: 6.54 eV
HOMO level: -9.5 eV


Stability summary - winner: #1; margin: 207.8 kJ/mol.


#1
Density functional theory data (ωB97M-V/def2-TZVPD) for a 2-piece molecular cluster, C6H10N overall.

Structure (ORCA input):
```
! RIJCOSX wB97M-V def2-TZVPD def2/J DEFGRID3
* xyz 1 3
C -1.683 -0.194 1.144
C -2.164 0.959 1.644
C 0.477 0.384 -0.370
C -1.252 -1.269 0.716
C -1.041 -2.670 0.391
C 2.240 1.646 -1.268
N 1.236 0.657 -1.347
H -1.710 1.444 2.583
H -2.889 1.583 1.039
H 0.645 1.096 0.356
H -0.472 -2.712 -0.597
H -2.017 -3.174 0.150
H -0.486 -3.320 1.117
H 2.787 1.370 -0.331
H 2.976 1.637 -2.035
H 1.979 2.673 -1.093
H 1.374 -0.112 -2.100
*
```

Properties
HOMO-LUMO gap (alpha / beta): 6.76 / 6.35 eV
HOMO level (alpha / beta): -11.6 / -13.5 eV


#2
Density functional theory data (ωB97M-V/def2-TZVPD) for an isolated ion of composition C6H10N and charge +1.

Structure (ORCA input):
```
! RIJCOSX wB97M-V def2-TZVPD def2/J DEFGRID3
* xyz 1 3
C 2.548 0.894 0.172
C 1.554 0.210 0.186
C -0.930 -0.055 1.188
C 0.374 -0.538 0.197
C 0.303 -1.896 -0.384
C -0.903 1.639 -0.535
N -0.885 0.251 -0.180
H 3.581 1.297 0.319
H -1.514 -0.971 1.477
H -0.911 0.764 2.012
H 0.839 -2.689 0.110
H 0.637 -1.884 -1.427
H -0.612 -2.545 -0.375
H -0.625 1.611 -1.636
H -1.922 2.116 -0.369
H -0.147 2.193 0.142
H -1.387 -0.396 -0.896
*
```

Properties
HOMO-LUMO gap (alpha / beta): 6.30 / 7.86 eV
HOMO level (alpha / beta): -9.4 / -15.3 eV


#3
Density functional theory data (ωB97M-V/def2-TZVPD) for C6H10N as an isolated structure.

Structure (ORCA input):
```
! RIJCOSX wB97M-V def2-TZVPD def2/J DEFGRID3
* xyz 1 3
C -2.920 -0.221 -0.206
C -4.130 -0.153 -0.057
C -0.465 -0.014 0.338
C 0.818 0.337 -0.279
C -1.606 -0.057 -0.546
C 0.689 1.728 -0.797
N 1.357 2.744 -0.342
H -0.360 -2.663 2.086
H -5.147 -0.153 0.231
H -0.480 -1.008 0.805
H -0.659 0.871 0.995
H 1.718 0.161 0.357
H 1.000 -0.050 -1.210
H -1.495 -0.063 -1.557
H -0.635 -3.416 1.919
H 1.109 3.656 -0.796
H 1.948 2.822 0.451
*
```

Properties
HOMO-LUMO gap (alpha / beta): 5.90 / 5.84 eV
HOMO level (alpha / beta): -11.3 / -13.3 eV


Stability summary - winner: #1; margin: 41.1 kJ/mol.